The following is a DFT calculation (wB97M-V/def2-TZVPD) of 5 unconnected molecules or ions with the total composition C32H53BF6I2NO17 in a non-equilibrium geometry.

```
112
Properties=species:S:1:pos:R:3:lowdin_charge:R:1
C -2.96758 1.32878 -5.20087 -0.007
O -1.59771 0.87968 -5.34340 0.052
B -1.16289 -0.03681 -4.43593 -0.613
O -1.62736 -1.33349 -4.48994 0.201
C -0.09994 0.43732 -3.29610 -0.184
C -0.91872 0.70654 -2.03723 -0.116
C -1.80845 -0.45750 -1.56291 -0.293
C -3.29288 -0.25397 -1.79301 -0.639
I -4.09604 1.36465 -0.66448 0.844
C 1.22047 -0.34409 -3.20884 -0.225
C 1.22950 -1.75553 -2.65063 -0.131
C 2.35569 -1.90258 -1.61142 -0.292
C 2.04310 -1.13453 -0.33207 -0.650
I 0.99139 -2.33270 1.08708 0.821
C 1.77301 -0.05877 -4.63215 -0.014
C 1.45963 1.41206 -4.68528 0.081
N 0.48231 1.69565 -3.91589 0.107
C 0.03844 3.07856 -3.70961 -0.188
O -0.89551 3.57657 -4.26780 0.262
C 0.89647 3.88523 -2.67890 -0.341
F 0.05143 4.60645 -1.93029 0.188
F 1.55282 2.98183 -1.90860 0.145
C 1.94520 4.76244 -3.40110 -0.324
F 2.91081 3.89777 -3.84470 0.135
F 1.39727 5.33547 -4.49032 0.176
C 2.68282 5.82477 -2.55037 -0.346
F 3.32667 6.60288 -3.46381 0.115
F 1.84287 6.60921 -1.85840 0.179
C 3.74855 5.20291 -1.61019 -0.395
O 3.42530 4.53817 -0.66360 0.196
O 5.02795 5.44287 -1.94952 0.153
H -3.66665 0.55850 -5.49918 0.105
H -3.08549 2.17854 -5.85325 0.099
H -3.14612 1.65701 -4.18474 0.076
H -1.01677 -1.91489 -4.94571 0.124
H -1.56248 1.57289 -2.18063 0.080
H -0.25657 0.97652 -1.22036 0.119
H -1.54538 -1.41958 -1.98127 0.097
H -1.66067 -0.54447 -0.49335 0.090
H -3.80690 -1.14343 -1.46102 0.053
H -3.54158 -0.14931 -2.83900 0.030
H 1.84915 0.31184 -2.60797 0.141
H 1.44895 -2.44787 -3.45376 0.126
H 0.31165 -2.00760 -2.14026 0.093
H 2.53048 -2.94628 -1.39687 0.092
H 3.25202 -1.45032 -2.03058 0.113
H 1.41580 -0.27687 -0.52676 0.012
H 2.95798 -0.75878 0.09808 0.049
H 2.85839 -0.10103 -4.56822 0.144
H 1.42390 -0.66048 -5.46100 0.148
H 2.00001 2.13495 -5.27090 0.168
H 5.21210 6.38825 -1.96944 0.141
C 5.20377 6.37217 -6.01020 -0.051
C 4.35265 5.90701 -7.17279 -0.216
O 5.06601 5.95597 -8.41120 0.045
C 5.89949 4.93753 -8.61908 -0.618
O 6.05733 3.99569 -7.88624 0.115
O 6.50989 5.13541 -9.77962 0.015
C 7.48441 4.14291 -10.11751 -0.030
H 5.60950 7.36461 -6.20919 0.090
H 4.60549 6.40430 -5.10041 0.048
H 6.04577 5.70022 -5.84514 0.082
H 3.49963 6.57123 -7.30176 0.126
H 3.96803 4.89903 -7.00971 0.113
H 7.05859 3.14409 -10.06388 0.095
H 8.34459 4.22061 -9.45534 0.100
H 7.79364 4.35009 -11.13689 0.096
C -3.13334 4.99366 3.87347 -0.061
C -3.48975 3.69951 3.17403 -0.224
O -3.72076 2.63662 4.10571 0.031
C -4.91406 2.64557 4.70061 -0.611
O -5.79436 3.43874 4.51083 0.135
O -4.95218 1.61239 5.53782 -0.025
C -6.15349 1.51866 6.31167 -0.023
H -2.29170 4.84026 4.54960 0.083
H -2.86632 5.75912 3.14496 0.080
H -3.97040 5.35987 4.46578 0.078
H -2.65614 3.36542 2.55763 0.114
H -4.35578 3.82187 2.52299 0.119
H -7.03246 1.54165 5.67263 0.098
H -6.19596 2.32689 7.03927 0.102
H -6.11036 0.56589 6.83259 0.093
C -2.85491 -0.58340 6.15008 -0.061
C -2.84341 -1.10264 7.57107 -0.204
O -3.60620 -2.31132 7.70055 0.039
C -2.99566 -3.41887 7.28715 -0.619
O -1.87878 -3.49220 6.84828 0.121
O -3.83582 -4.43665 7.45438 0.008
C -3.33438 -5.69800 7.00308 -0.035
H -3.87248 -0.47456 5.79220 0.063
H -2.35851 0.38417 6.09182 0.083
H -2.34313 -1.27556 5.48070 0.077
H -3.32269 -0.38673 8.23686 0.122
H -1.82844 -1.26120 7.93396 0.123
H -2.36379 -5.91515 7.44132 0.095
H -3.26549 -5.70796 5.91664 0.097
H -4.04685 -6.45153 7.32360 0.094
C 1.25982 -9.65128 8.27651 -0.064
C 1.50882 -9.06433 6.90403 -0.211
O 1.08861 -9.95742 5.86112 0.040
C -0.21820 -9.97643 5.62104 -0.620
O -1.05186 -9.30926 6.17305 0.119
O -0.44776 -10.86901 4.65973 0.008
C -1.82904 -11.04667 4.33974 -0.039
H 1.72239 -10.63519 8.35885 0.083
H 1.67407 -9.00167 9.04703 0.081
H 0.19341 -9.76989 8.46332 0.075
H 2.57510 -8.91776 6.74465 0.122
H 1.01941 -8.09810 6.78637 0.121
H -2.30407 -10.09424 4.11657 0.093
H -2.34581 -11.53888 5.16170 0.099
H -1.86257 -11.68268 3.46041 0.093
```

Results
total charge = +1
total energy = -3804.23933 a.u.



The following is a DFT calculation (wB97M-V/def2-TZVPD) of a molecular structure, C13H25F5N4Nb in a non-equilibrium geometry.

```
48
Properties=species:S:1:pos:R:3:lowdin_charge:R:1
C -1.78617 -1.68420 -1.53691 -0.217
N -2.17888 -1.11638 -2.82163 -0.184
C -3.32293 -0.19197 -2.75223 -0.455
Nb -2.76682 1.71722 -1.65234 1.031
C -0.48856 1.65607 -1.89690 -0.382
C 0.35845 2.79132 -1.25467 -0.285
C 1.36870 2.35151 -0.18581 -0.108
C 0.97402 2.42997 1.25290 -0.434
F 2.13108 2.34552 1.99467 0.062
F 0.42548 3.61531 1.55838 0.130
C 0.04060 1.29632 1.79892 -0.493
F -1.19170 1.76408 2.03681 0.142
F -0.00430 0.26169 0.94660 0.132
F 0.53806 0.81260 2.98321 0.107
H -1.81387 -2.76307 -1.60097 0.029
H -2.44913 -1.38865 -0.74121 0.020
H -0.76837 -1.41099 -1.29340 0.043
H -1.39113 -0.70074 -3.28783 0.064
H -4.15031 -0.71531 -2.29066 0.017
H -3.63925 0.06076 -3.75959 0.009
H -3.02617 2.65948 -3.22718 -0.174
H -4.56254 2.00905 -1.36826 -0.186
H -2.83093 0.74790 -0.09827 -0.141
H -2.67957 3.32290 -0.73113 -0.170
H -0.35345 1.74390 -2.97191 0.013
H -0.07273 0.69141 -1.62627 -0.002
H 0.97295 3.20386 -2.04466 0.088
H -0.25654 3.60277 -0.90636 0.054
H 2.21982 3.01491 -0.26203 0.120
H 1.73684 1.36458 -0.40913 0.120
C -0.30845 -2.48937 2.98623 -0.065
C -1.08864 -3.11535 1.92949 -0.265
N -1.73074 -3.56064 1.09674 0.154
H 0.39102 -1.77837 2.55186 0.063
H -0.97194 -1.95998 3.66606 0.088
H 0.24288 -3.24744 3.53852 0.078
C 4.88824 2.67166 3.27269 -0.080
C 6.10027 2.46373 4.05332 -0.292
N 7.05100 2.30061 4.66551 0.115
H 4.21940 1.82298 3.38904 0.075
H 4.37900 3.57034 3.61158 0.085
H 5.14018 2.78127 2.22080 0.084
C -0.03628 -5.91983 -1.61266 -0.075
C 0.41094 -4.65719 -2.17861 -0.292
N 0.73417 -3.66355 -2.63767 0.146
H 0.42134 -6.74840 -2.14914 0.075
H 0.24354 -5.97109 -0.56307 0.075
H -1.11859 -5.99122 -1.69282 0.083
```

Results
total charge = -1
total energy = -1285.41911 a.u.



The following is a DFT calculation (wB97M-V/def2-TZVPD) of a molecular structure, C4H7NOS in a non-equilibrium geometry.

```
14
Properties=species:S:1:pos:R:3:lowdin_charge:R:1
C 2.21281 0.01050 -0.16282 -0.446
C -0.62486 0.94105 -0.52953 -0.584
C -1.10738 0.24160 0.78871 -0.161
C -1.11505 -1.17366 0.21586 -0.212
H 1.55231 -0.43818 0.77912 0.054
H 2.35573 -0.64486 -1.13412 0.052
H 3.32347 0.41385 0.50782 0.132
H -1.31575 1.75727 -0.59429 0.088
H -2.36867 0.36959 0.88504 0.179
H -0.70001 0.52040 1.85464 0.142
H -1.22223 -2.16434 0.76516 0.130
N -1.14313 -1.30447 -1.07406 0.059
O -1.00788 0.00885 -1.61470 -0.188
S 1.16063 1.46240 -0.68682 0.757
```

Results
relative energy (zero: lowest compared OMol25 entry of this formula, charge and spin) = 458.5 kJ/mol
total energy = -684.63245 a.u.



The following is a DFT calculation (wB97M-V/def2-TZVPD) of 2 unconnected molecules or ions with the total composition C3H2ClNOS in a non-equilibrium geometry.

```
9
Properties=species:S:1:pos:R:3:lowdin_charge:R:1
C -0.44985 -0.55227 0.01192 -0.711
C 0.35903 -0.44395 -1.10571 -0.133
C 0.53983 1.35105 0.05218 -0.766
H -1.22025 -1.68352 2.15689 0.119
H 0.81337 -1.15710 -1.94356 0.163
N 0.98058 0.79762 -0.96172 0.058
O -0.51665 0.71612 0.69852 -0.040
S -1.48301 -1.98019 0.32093 0.670
Cl 0.97694 2.95225 0.77054 0.640
```

Results
relative energy (zero: lowest compared OMol25 entry of this formula, charge and spin) = 272.6 kJ/mol
total energy = -1103.77470 a.u.



| no. | HOMO-LUMO gap (eV) |
| --- | --- |
| 1 | 7.388 |
| 2 | 5.941 |
| 3 | 9.619 |
| 4 | 7.963 |